Below is a 2-piece molecular cluster, C6H13NO overall at a distorted geometry, with properties calculated with ωB97M-V/def2-TZVPD.

```
! RIJCOSX wB97M-V def2-TZVPD def2/J DEFGRID3
* xyz 0 1
C 3.2293 -0.0136 0.0704
C 2.2677 -0.8256 1.0140
N -1.7975 -0.0508 -0.2934
C -0.2853 -0.3060 -0.2858
C 0.1070 -0.7119 -1.7247
C -2.3048 0.9649 0.5268
C -3.8061 1.1382 0.5791
O -4.2629 2.1507 1.1108
H 3.4790 1.0964 0.1508
H 3.8558 -0.5292 -0.5594
H 2.0964 -0.1612 -0.2899
H 2.4949 -0.5260 2.0579
H 2.6224 -1.8336 0.9967
H 0.2594 0.5277 0.1571
H -0.1027 -1.1556 0.2798
H 0.8305 -1.5936 -1.6268
H 0.4977 0.0932 -2.3193
H -0.8566 -1.1363 -2.1578
H -2.1837 0.7014 1.6385
H -1.8776 1.9900 0.4550
H -4.2628 0.1808 0.2202
*
```

Computed properties:
Frontier orbital gap = 4.090 eV
ΔE to the lowest compared entry with this formula, charge and spin = 10.441 eV
Energy = -366.05021 a.u.